(1)
Molecular formula: C17H31BBrF2N3O5P2S
Method: DFT, wB97M-V/def2-TZVPD

XYZ file:
```
63
Properties=species:S:1:pos:R:3:nbo_charge:R:1
C 4.39251 -2.58229 0.38498 -0.63
C 4.38064 -2.47934 -1.28169 -0.71
P 4.04854 -0.69561 -1.87787 0.72
C 5.45540 0.49440 -1.34559 -0.70
C 5.00127 2.05976 -1.58743 -0.64
C 2.34588 -0.02993 -1.32508 0.14
N 1.82072 0.44212 0.01647 -0.17
C 2.61580 0.48765 1.31557 -0.25
C 2.55526 2.03358 1.86025 -0.45
C 4.04442 2.40386 2.47423 -0.46
Br 4.16599 1.97245 4.43679 0.02
N 0.46794 0.83748 -0.00928 -0.22
C 0.08621 0.60243 -1.46553 0.48
C -1.45513 0.89619 -1.94035 -0.49
C -2.61364 0.41677 -0.88453 -0.43
C -2.41610 -1.08888 -0.26758 -0.43
C -2.92221 -1.17651 1.32404 -0.43
C -2.10652 -0.15327 2.31863 -0.09
O -2.76233 1.15810 2.51498 -0.56
C -1.78814 2.26831 2.33178 -0.28
N 1.19855 0.06699 -2.34553 -0.72
P 1.23061 -0.35576 -4.09276 0.93
S 0.19095 0.95051 -5.16203 -0.48
H 3.31713 -2.42026 0.81828 0.22
H 4.92477 -3.56501 0.73495 0.25
H 5.07573 -1.68608 0.76101 0.19
H 5.44429 -2.87861 -1.64790 0.27
H 3.51437 -3.18619 -1.66563 0.26
H 5.80473 0.25863 -0.25285 0.23
H 6.37318 0.25524 -2.07012 0.27
H 3.99049 2.15027 -2.20571 0.23
H 4.92636 2.58849 -0.52542 0.22
H 5.87169 2.61569 -2.17371 0.25
H 2.06175 -0.19163 2.11619 0.27
H 3.69139 0.08016 1.09880 0.24
H 2.24017 2.73030 0.94979 0.24
H 1.68210 2.16452 2.66275 0.26
H 4.82982 1.78751 1.86203 0.21
H 4.24710 3.54421 2.28094 0.25
H -1.70866 0.48679 -3.01679 0.27
H -1.55489 2.08271 -2.02462 0.27
H -3.63457 0.39169 -1.50199 0.27
H -2.73984 1.26947 -0.09335 0.24
H -1.31630 -1.48807 -0.26375 0.18
H -3.05733 -1.87505 -0.87909 0.25
H -2.62248 -2.27774 1.67266 0.21
H -4.08618 -1.09150 1.42411 0.27
H -2.09759 -0.67319 3.39302 0.19
H -0.96236 -0.02068 2.03696 0.16
H -1.39529 2.35973 1.23184 0.17
H -2.30591 3.30661 2.59638 0.21
H -0.88492 2.14474 3.09966 0.16
H 2.61365 -0.22346 -4.54461 0.07
H 0.79668 -1.73551 -4.34781 0.05
B -8.09008 -1.93274 1.48645 1.26
O -9.01378 -1.31686 0.52772 -0.65
C -8.38024 -1.25962 -0.65157 0.65
O -8.87045 -0.80004 -1.67032 -0.56
C -7.06076 -1.81537 -0.52237 0.66
O -6.23062 -1.91185 -1.41167 -0.59
O -6.86208 -2.22313 0.73851 -0.66
F -8.66011 -3.16410 2.01072 -0.56
F -7.80752 -1.00906 2.57404 -0.56
```

lowest unoccupied orbital energy	-2.938	eV
total charge	0
HOMO level	-0.30949	Eh
HOMO-LUMO gap	0.2015	Eh
total energy	-138399.680	eV

(2)
Molecular formula: C19H33Br2F3O5
Method: DFT, wB97M-V/def2-TZVPD

XYZ file:
```
62
Properties=species:S:1:pos:R:3:nbo_charge:R:1
C -3.96013 3.71313 -6.83728 -0.68
C -3.80433 2.35826 -5.90857 -0.06
Br -5.49687 1.23133 -5.74183 0.05
C -2.51689 1.94871 -5.21628 -0.09
Br -0.81663 3.05357 -5.44222 0.06
C -2.36326 0.61594 -4.26232 -0.30
C -3.39607 0.38200 -3.00910 -0.53
C -2.54079 -0.61486 -2.01260 0.79
O -2.91516 -1.63194 -1.23238 -0.56
O -1.13631 -0.19169 -2.12573 -0.56
C -0.96760 0.67047 -3.34215 0.09
C 0.39064 -0.01345 -4.00515 -0.46
C 1.62463 0.19828 -2.90092 -0.08
O 1.81553 1.59730 -2.49556 -0.54
C 1.37625 1.85698 -1.11837 -0.15
C 2.47153 2.72123 -0.22298 0.97
F 1.98165 2.65107 1.19368 -0.35
F 3.82303 2.10505 -0.28710 -0.33
F 2.48972 4.17499 -0.62919 -0.34
H -4.29308 3.47709 -7.95654 0.25
H -3.01198 4.39832 -6.86151 0.25
H -4.83666 4.37272 -6.37433 0.24
H -2.26814 -0.32526 -4.98779 0.25
H -4.20792 -0.37793 -3.44243 0.27
H -3.81375 1.38934 -2.57512 0.28
H -0.83425 1.73269 -2.81586 0.22
H 0.65333 0.41317 -5.06347 0.24
H 0.20201 -1.19178 -4.02836 0.23
H 2.61083 -0.10934 -3.49947 0.20
H 1.53301 -0.57129 -2.02482 0.20
H 0.40851 2.55241 -1.18019 0.21
H 1.05346 0.91434 -0.50627 0.23
C 2.52963 -4.59212 1.67720 -0.64
C 3.55263 -3.57047 1.21504 -0.06
O 3.04555 -2.65829 0.24120 -0.54
C 1.93891 -1.85433 0.64212 -0.06
C 2.23632 -0.96544 1.83717 -0.65
H 2.14415 -5.16215 0.82524 0.21
H 2.98286 -5.28970 2.38984 0.22
H 1.67553 -4.12134 2.16838 0.20
H 4.38876 -4.09705 0.74247 0.19
H 3.97594 -3.02042 2.06244 0.16
H 1.06219 -2.48384 0.82594 0.17
H 1.68729 -1.21996 -0.21416 0.17
H 2.48310 -1.54794 2.72826 0.21
H 1.36846 -0.34193 2.07511 0.22
H 3.09115 -0.31323 1.62606 0.22
C -1.26846 -1.09824 4.32993 -0.64
C -1.55403 -0.92155 5.81017 -0.06
O -0.39083 -1.02879 6.63056 -0.54
C 0.64795 -0.08461 6.38317 -0.06
C 0.21393 1.35840 6.57311 -0.64
H -0.79201 -2.06657 4.14360 0.21
H -2.19875 -1.04831 3.75377 0.22
H -0.59781 -0.32556 3.94838 0.20
H -2.23774 -1.71333 6.13473 0.19
H -2.06715 0.02625 6.00566 0.16
H 1.07142 -0.24221 5.38589 0.16
H 1.44895 -0.30771 7.09561 0.19
H -0.57913 1.64156 5.87661 0.20
H 1.05851 2.03597 6.41144 0.22
H -0.17159 1.51206 7.58724 0.21
```

lowest unoccupied orbital energy	-0.516	eV
total charge	0
HOMO level	-0.34910	Eh
HOMO-LUMO gap	0.3301	Eh
total energy	-178704.299	eV
SMILES string	C/C(Br)=C(\Br)[C@@H]1CC(=O)O[C@H]1CCOCC(F)(F)F.CCOCC.CCOCC

(3)
Molecular formula: C7H10
Method: DFT, wB97M-V/def2-TZVPD

XYZ file:
```
17
Properties=species:S:1:pos:R:3:nbo_charge:R:1
C -1.78970 0.54875 -0.07067 -0.62
C -1.00410 -0.73816 -0.21871 -0.21
C 0.16445 -1.10262 0.66932 -0.27
C 0.82781 0.02726 1.38580 -0.20
C 1.38114 0.89331 0.53549 -0.19
C 1.22436 0.45178 -0.90387 -0.45
C 0.38255 -0.81832 -0.80506 -0.22
H -2.57744 0.60371 -0.82944 0.21
H -2.26552 0.60673 0.91401 0.21
H -1.16149 1.43684 -0.18174 0.21
H -1.62387 -1.59641 -0.47619 0.21
H 0.21424 -2.10772 1.08139 0.22
H 0.81591 0.12968 2.46708 0.21
H 1.86605 1.82489 0.81521 0.21
H 0.75081 1.22594 -1.52371 0.21
H 2.20056 0.24159 -1.36015 0.22
H 0.59426 -1.62726 -1.49878 0.22
```

lowest unoccupied orbital energy	1.180	eV
total charge	0
HOMO level	-0.32150	Eh
HOMO-LUMO gap	0.3649	Eh
total energy	-7419.904	eV
SMILES string	C[C@@H]1[C@@H]2C=CC[C@H]12
energy above the lowest of the compared OMol25 structures with the same formula, charge and spin	109.11	kJ/mol